# 1
Computed, not measured: C10H9ClINOS in the gas phase, with ωB97M-V/def2-TZVPD.

Results
Relative energy (zero: lowest compared OMol25 entry of this formula, charge and spin): 209.97 kJ/mol
Gap between HOMO and LUMO (spin up / spin down): 7.5 / 6.7 eV
HOMO (spin up / spin down): -7.440 / -7.202 eV
LUMO energy (spin up / spin down): 0.05 / -0.51 eV

Each line ends with the Mulliken charge.
Cartesian coordinates (Å):
C: 1.244689 -0.047971 0.178011  0.08
C: 2.381203 0.251217 -1.869118  -0.67
C: 2.437709 -0.212832 0.824248  -0.53
C: 3.582532 -0.057227 -1.238524  -0.56
C: 1.187829 0.313499 -1.133850  0.68
C: 3.635986 -0.159726 0.174775  0.39
C: -1.751056 -1.053422 1.369181  0.43
C: -2.709475 0.451501 -0.752028  -0.89
C: -3.534362 0.327745 0.508246  -0.42
C: -1.259670 0.852114 -0.474185  -0.08
N: -0.782365 -1.489201 1.945340  -0.37
O: -2.979568 -0.737713 1.364339  -0.34
S: -0.346424 0.474007 -1.943494  -0.26
Cl: 5.135888 -0.285478 1.035826  -0.20
I: -0.858429 2.648194 0.532144  0.13
H: 0.349247 -0.188360 0.738685  -0.07
H: 2.254233 0.471028 -2.867525  0.47
H: 2.346331 -0.783056 1.815352  0.19
H: 4.482454 -0.337093 -1.782677  0.37
H: -2.658234 -0.529173 -1.158572  0.39
H: -3.232660 1.108131 -1.390843  0.47
H: -3.529968 1.114196 1.232359  0.30
H: -4.631732 0.078186 0.268087  0.27
H: -0.764169 -2.208558 2.624216  0.23

Cartesian forces (eV/Å) of the 3 atoms listed first:
-0.30 0.44 0.55
-0.30 -0.16 2.25
-0.27 -2.20 2.61

# 2
Computed, not measured: C10H9ClO in the gas phase, with ωB97M-V/def2-TZVPD.

Results
Relative energy (zero: lowest compared OMol25 entry of this formula, charge and spin): 0.00 kJ/mol
Gap between HOMO and LUMO: 9.2 eV
Structure (SMILES): C[C@]1(Cl)Cc2ccccc2C1=O
HOMO: -9.343 eV
LUMO energy: -0.18 eV

Each line ends with the Mulliken charge.
Cartesian coordinates (Å):
C: -2.686499 0.716043 1.073754  -0.38
C: -2.253411 1.956707 0.679437  -0.47
C: -1.974202 -0.497345 0.985095  -0.47
C: -1.009993 1.978680 -0.050978  -0.52
C: -0.726279 -0.460955 0.373404  0.12
C: -0.291124 0.795992 -0.144769  0.86
C: 0.086850 -1.646308 0.000844  0.29
C: 1.042264 0.644292 -0.830151  -1.54
C: 1.323721 -0.818298 -0.862177  1.11
C: 2.633537 -1.288600 -0.236841  -1.26
O: -0.027732 -2.788731 0.178288  -0.51
Cl: 1.239721 -1.408388 -2.510480  -0.21
H: -3.604249 0.783903 1.807102  0.22
H: -2.841105 2.902414 0.614645  0.35
H: -2.174864 -1.516915 1.474144  0.31
H: -0.537889 2.811994 -0.489733  0.45
H: 0.987116 1.119911 -1.741157  0.50
H: 1.851722 1.167306 -0.195212  0.23
H: 3.008291 -0.634673 0.695126  0.32
H: 3.490816 -1.487025 -1.074387  0.29
H: 2.463308 -2.330004 0.254044  0.31

Cartesian forces (eV/Å) of the 3 atoms listed first:
-2.81 -0.53 3.68
2.05 0.77 -3.09
0.81 -0.83 0.76

# 3
Computed, not measured: a molecular structure, C10H9F6N5O4S3Ti, with ωB97M-V/def2-TZVPD.

Results
Multiplicity: 3
Relative energy (zero: lowest compared OMol25 entry of this formula, charge and spin): 17.32 kJ/mol
Gap between HOMO and LUMO (spin up / spin down): 6.4 / 7.6 eV
HOMO (spin up / spin down): -6.839 / -8.378 eV
LUMO energy (spin up / spin down): -0.42 / -0.76 eV
<S²>: 2.02

Each line ends with the Mulliken charge.
Cartesian coordinates (Å):
Ti: -0.250688 -0.108248 0.081728  0.59
C: 1.103270 3.616290 1.875237  -1.56
C: 0.690806 2.488139 0.989007  0.44
N: -0.080547 1.509454 1.339056  0.93
N: -0.776119 1.538940 2.524606  -1.38
C: -1.941635 0.961047 2.343086  0.62
N: -2.743447 0.847780 3.432761  -0.43
S: -2.575670 0.349048 0.833678  -0.52
C: 1.091007 2.421192 -0.411275  0.63
C: 1.885745 3.395777 -1.020932  -0.73
C: 2.136480 3.324968 -2.372461  -0.42
C: 1.568472 2.294395 -3.117350  -0.83
C: 0.782136 1.373770 -2.466749  -0.20
N: 0.557488 1.411841 -1.144573  0.20
H: 0.666851 3.483504 2.860781  0.38
H: 0.778047 4.578802 1.474555  0.36
H: 2.190471 3.647545 1.970860  0.36
H: -2.473220 1.359593 4.256060  0.25
H: -3.712192 0.625150 3.297803  0.21
H: 2.302908 4.192506 -0.421860  0.38
H: 2.760767 4.067154 -2.851362  0.43
H: 1.728454 2.214405 -4.182291  0.41
H: 0.303588 0.554997 -2.990622  0.50
F: -0.752207 -2.296904 1.283941  -0.15
C: -0.954228 -3.284460 0.382209  0.69
F: -0.314616 -4.367455 0.802688  -0.23
F: -2.246760 -3.524917 0.302071  -0.21
S: -0.289366 -2.812348 -1.289213  1.03
O: -0.912428 -1.512209 -1.548789  -0.57
O: -0.667094 -3.914234 -2.098660  -0.60
N: 1.262102 -2.714303 -1.157238  -0.43
S: 2.273493 -1.784684 -0.414500  1.12
O: 3.131038 -1.045223 -1.273009  -0.58
O: 1.621384 -1.063602 0.688824  -0.63
C: 3.345543 -3.022451 0.435768  0.52
F: 4.244362 -2.357458 1.162097  -0.20
F: 2.620023 -3.802280 1.232219  -0.19
F: 3.968972 -3.761914 -0.473483  -0.20

Cartesian forces (eV/Å) of the 3 atoms listed first:
-1.03 0.05 -0.18
-0.16 0.10 0.01
0.21 -0.04 0.12

no.,F_max (eV Å⁻¹)
1,3.56
2,6.03
3,1.05